[1]
A molecular structure, C50H48BF5N5NiO7STe, computed with wB97M-V/def2-TZVPD.

Each line ends with the Mulliken spin population.
Cartesian coordinates (Å):
Ni: 1.306 -0.575 -0.187  0.89
O: 0.137 0.114 1.896  0.02
C: 1.151 0.941 2.404  0.00
C: 1.677 1.839 1.306  0.01
C: 2.492 2.919 1.614  0.00
C: 2.978 3.708 0.586  0.00
C: 2.601 3.417 -0.714  -0.01
C: 1.768 2.330 -0.935  0.01
N: 1.342 1.534 0.051  0.02
H: 0.157 -0.768 2.285  0.00
H: 1.994 0.363 2.800  0.00
H: 0.756 1.567 3.213  0.00
H: 2.742 3.131 2.648  0.00
H: 3.633 4.545 0.799  0.00
H: 2.942 4.017 -1.549  0.00
H: 1.392 2.084 -1.924  0.00
F: 3.198 -2.870 -1.620  0.00
C: 2.287 -3.433 -0.776  -0.02
C: 1.472 -2.637 0.000  0.02
C: 0.671 -3.360 0.852  -0.03
F: -0.149 -2.705 1.751  0.00
C: 0.620 -4.739 0.931  0.00
F: -0.194 -5.375 1.803  0.00
C: 1.421 -5.481 0.088  0.00
F: 1.379 -6.826 0.114  0.00
C: 2.273 -4.818 -0.775  0.00
F: 3.068 -5.536 -1.590  0.00
C: -2.398 -4.510 -1.284  0.00
C: -3.043 -3.198 -1.717  0.00
C: -4.073 -3.469 -2.802  0.00
O: -2.018 -2.364 -2.252  0.01
B: -1.565 -1.480 -1.239  0.02
O: -2.414 -1.609 -0.122  0.00
C: -3.560 -2.357 -0.509  0.00
C: -4.053 -3.178 0.667  0.00
C: -4.633 -1.351 -0.935  0.00
H: -1.839 -4.918 -2.127  0.00
H: -3.146 -5.241 -0.966  0.00
H: -1.699 -4.340 -0.466  0.00
H: -3.619 -4.096 -3.571  0.00
H: -4.399 -2.541 -3.271  0.00
H: -4.943 -3.993 -2.397  0.00
H: -3.262 -3.812 1.063  0.00
H: -4.900 -3.803 0.368  0.00
H: -4.384 -2.510 1.466  0.00
H: -4.254 -0.728 -1.749  0.00
H: -4.860 -0.698 -0.092  0.00
H: -5.552 -1.845 -1.259  0.00
C: -7.438 4.619 4.486  0.00
C: -6.277 3.951 3.795  0.00
C: -6.257 2.586 3.574  0.00
C: -5.194 1.955 2.924  0.00
C: -5.280 0.449 2.793  0.00
C: -4.115 2.720 2.457  0.00
Te: -2.561 1.794 1.285  0.00
N: -0.513 -0.584 -1.355  -0.01
C: -0.099 -0.074 -2.537  0.00
O: -0.228 1.108 -2.873  0.01
C: 0.704 -0.937 -3.496  0.01
C: 0.088 -1.791 -4.405  0.00
C: 0.850 -2.530 -5.301  0.00
C: 2.236 -2.427 -5.299  0.00
C: 2.855 -1.578 -4.392  -0.01
C: 2.091 -0.835 -3.503  -0.02
C: -3.122 2.964 -0.407  0.00
C: -4.372 2.654 -0.951  0.00
C: -4.872 3.334 -2.047  0.00
C: -4.110 4.339 -2.628  0.00
C: -2.865 4.638 -2.105  0.00
C: -2.342 3.960 -0.999  0.00
C: -0.959 4.346 -0.542  0.00
C: -4.099 4.102 2.725  0.00
C: -2.958 5.000 2.319  0.00
C: -5.177 4.690 3.376  0.00
H: -8.269 3.925 4.616  0.00
H: -7.796 5.474 3.910  0.00
H: -7.149 4.987 5.474  0.00
H: -7.092 1.978 3.913  0.00
H: -5.356 -0.007 3.784  0.00
H: -4.412 0.030 2.291  0.00
H: -6.173 0.161 2.234  0.00
H: -0.989 -1.897 -4.388  0.00
H: 0.360 -3.196 -6.001  0.00
H: 2.830 -3.018 -5.986  0.00
H: 3.936 -1.505 -4.363  0.00
H: 2.576 -0.187 -2.782  0.02
H: -4.960 1.862 -0.502  0.00
H: -5.841 3.072 -2.454  0.00
H: -4.478 4.877 -3.493  0.00
H: -2.260 5.411 -2.568  0.00
H: -0.263 4.270 -1.377  0.00
H: -0.599 3.699 0.257  0.00
H: -0.940 5.381 -0.190  0.00
H: -2.017 4.454 2.293  0.00
H: -2.867 5.836 3.015  0.00
H: -3.130 5.407 1.320  0.00
H: -5.153 5.760 3.562  0.00
O: 8.992 -3.833 3.408  0.00
S: 10.157 -3.122 2.923  0.00
O: 10.708 -2.145 3.850  0.00
O: 11.140 -3.943 2.242  0.00
C: 9.526 -2.034 1.596  0.00
N: 10.465 -1.411 0.861  0.00
C: 10.016 -0.572 -0.054  0.00
C: 8.668 -0.331 -0.263  0.00
C: 7.779 -1.023 0.536  0.00
N: 8.210 -1.871 1.464  0.00
C: 6.297 -0.838 0.438  0.00
C: 5.445 -1.511 1.302  0.00
C: 4.078 -1.307 1.205  0.00
N: 3.506 -0.481 0.327  0.03
C: 4.329 0.154 -0.504  0.01
C: 5.707 0.006 -0.490  0.00
H: 10.769 -0.058 -0.647  0.00
H: 8.340 0.372 -1.016  0.00
H: 5.862 -2.193 2.032  0.00
H: 3.399 -1.826 1.871  0.00
H: 3.869 0.819 -1.223  0.01
H: 6.294 0.575 -1.199  0.00

- highest occupied orbital energy (spin up / spin down) (eV) = -2.54 / -2.19
- net charge = -2
- multiplicity = 2

[2]
2 unconnected molecules or ions with the total composition H4NO2P2, computed with wB97M-V/def2-TZVPD.

Each line ends with the natural charge from an NBO analysis.
Cartesian coordinates (Å):
N: -0.752 -1.577 -0.383  -1.17
O: -1.054 0.171 1.487  -1.18
O: -1.295 0.955 -0.922  -1.17
P: 1.663 0.546 -0.035  -0.28
P: -0.702 0.096 0.075  2.17
H: -0.130 -1.856 0.443  0.36
H: -0.169 -1.446 -1.252  0.36
H: 1.352 0.646 1.236  -0.04
H: 1.088 2.464 -0.649  -0.06

- highest occupied orbital energy (eV) = -4.38
- net charge = -1
- multiplicity = 1

[3]
A molecular structure, C35H54AlBN5O4P2, computed with wB97M-V/def2-TZVPD.

Each line ends with the Mulliken charge.
Cartesian coordinates (Å):
Al: -0.517 1.113 0.363  0.26
C: -1.040 -0.605 -3.494  -1.90
C: -0.687 0.828 -3.913  1.85
C: -1.985 1.557 -4.267  -1.95
C: 0.217 0.762 -5.147  -1.70
P: 0.070 1.621 -2.387  1.21
C: 1.794 0.898 -2.376  -1.83
N: 2.286 0.814 -1.013  0.65
B: 1.486 0.804 0.166  0.45
N: 2.381 0.902 1.268  0.64
C: 2.052 1.097 2.663  -2.37
P: 0.208 1.215 2.880  0.41
C: -0.268 -0.251 3.932  2.45
C: -1.779 -0.474 3.781  -1.83
C: 0.460 -1.462 3.334  -2.36
C: 0.093 -0.132 5.412  -1.87
C: 0.000 2.864 3.741  1.87
C: 0.852 3.047 5.001  -1.63
C: 0.428 3.912 2.700  -1.57
C: -1.476 3.081 4.080  -1.68
C: 3.683 0.948 0.772  0.13
C: 4.898 1.043 1.431  -0.81
C: 6.054 1.078 0.662  -0.87
C: 5.996 1.016 -0.727  -0.82
C: 4.783 0.919 -1.396  -1.02
C: 3.623 0.893 -0.636  0.26
C: 0.382 3.454 -2.629  2.00
C: 0.981 3.833 -3.985  -1.78
C: 1.359 3.872 -1.519  -2.29
C: -0.928 4.224 -2.419  -1.64
H: -1.578 -1.096 -4.307  0.65
H: -1.683 -0.616 -2.612  0.24
H: -0.146 -1.201 -3.297  0.32
H: -2.526 0.982 -5.022  0.53
H: -1.793 2.544 -4.683  0.33
H: -2.645 1.668 -3.403  0.28
H: -0.274 0.156 -5.913  0.51
H: 1.181 0.296 -4.937  0.27
H: 0.399 1.743 -5.576  0.32
H: 2.469 1.501 -2.989  0.49
H: 1.755 -0.091 -2.845  0.37
H: 2.495 2.031 3.018  1.06
H: 2.461 0.299 3.291  0.68
H: -2.040 -0.715 2.748  0.25
H: -2.365 0.391 4.086  0.34
H: -2.078 -1.317 4.407  0.58
H: 0.415 -1.479 2.242  0.20
H: -0.009 -2.378 3.698  0.74
H: 1.509 -1.497 3.623  0.38
H: -0.509 0.621 5.917  0.37
H: 1.148 0.104 5.561  0.34
H: -0.104 -1.090 5.899  0.49
H: 1.899 2.787 4.842  0.22
H: 0.482 2.472 5.845  0.36
H: 0.827 4.101 5.288  0.55
H: 1.477 3.806 2.413  0.23
H: 0.313 4.904 3.140  0.67
H: -0.194 3.873 1.805  0.17
H: -1.820 2.400 4.857  0.31
H: -2.111 2.974 3.199  0.11
H: -1.607 4.098 4.457  0.52
H: 4.948 1.089 2.512  0.52
H: 7.016 1.151 1.151  0.45
H: 6.914 1.040 -1.298  0.44
H: 4.750 0.864 -2.476  0.51
H: 1.867 3.244 -4.232  0.30
H: 1.284 4.882 -3.957  0.49
H: 0.256 3.726 -4.790  0.34
H: 2.349 3.431 -1.641  0.17
H: 0.985 3.609 -0.525  0.43
H: 1.472 4.957 -1.548  0.73
H: -1.685 3.972 -3.159  0.27
H: -0.722 5.292 -2.514  0.57
H: -1.340 4.052 -1.426  0.15
O: -6.543 0.171 0.270  -0.47
C: -5.603 0.238 -0.682  0.51
O: -5.845 0.573 -1.798  -0.48
C: -4.210 -0.156 -0.268  0.06
C: -3.650 -1.426 -0.315  -0.51
N: -2.340 -1.321 -0.051  0.42
N: -2.030 -0.038 0.156  0.32
C: -3.143 0.686 0.031  0.30
C: -2.957 2.175 0.215  0.69
O: -3.886 2.930 0.189  -0.65
O: -1.688 2.488 0.415  -0.43
H: -6.163 -0.020 1.136  0.39
H: -4.096 -2.378 -0.548  0.55
H: -1.555 -2.009 -0.139  0.11
N: 0.037 -2.758 -0.794  -0.48
C: 1.054 -3.209 0.111  0.06
C: 2.263 -2.530 0.199  0.12
C: 3.208 -2.919 1.136  -0.53
C: 2.960 -3.997 1.972  -0.67
C: 1.760 -4.686 1.865  -0.63
C: 0.803 -4.290 0.944  -0.36
H: -0.241 -3.486 -1.445  0.33
H: 0.403 -1.994 -1.358  -0.27
H: 2.466 -1.693 -0.461  0.34
H: 4.145 -2.382 1.199  0.47
H: 3.701 -4.307 2.696  0.44
H: 1.566 -5.537 2.504  0.41
H: -0.140 -4.819 0.875  0.43

- highest occupied orbital energy (eV) = -10.60
- net charge = +1
- multiplicity = 1

[4]
2 unconnected molecules or ions with the total composition C5H7Cl3N3, computed with wB97M-V/def2-TZVPD.

Each line ends with the natural charge from an NBO analysis.
Cartesian coordinates (Å):
C: 2.467 -1.147 -1.067  -0.11
C: 0.274 -1.222 -0.035  0.08
C: 1.413 -1.896 -0.491  -0.06
C: 2.443 0.256 -0.912  -0.24
C: 1.246 0.814 -0.461  0.21
N: 0.152 0.077 -0.089  -0.46
N: -2.304 0.492 0.514  -0.38
N: -2.804 1.716 0.491  -0.57
Cl: 1.430 -3.672 -0.374  0.08
Cl: -2.086 -0.189 2.278  -0.09
Cl: 1.112 2.521 -0.172  0.09
H: 3.468 -1.674 -1.385  0.29
H: -0.425 -1.742 0.518  0.25
H: 3.264 0.938 -1.201  0.28
H: -3.038 0.019 0.145  0.39
H: -0.734 0.453 0.375  0.47
H: -3.743 1.810 1.053  0.38
H: -2.135 2.446 0.814  0.38

- highest occupied orbital energy (eV) = -13.76
- net charge = +1
- multiplicity = 1

[5]
A molecular structure, C2H3EuLiO2, computed with wB97M-V/def2-TZVPD.

Each line ends with the natural charge from an NBO analysis.
Cartesian coordinates (Å):
H: -3.475 0.398 -0.833  -0.04
O: -1.956 0.601 -0.028  -0.46
C: -0.844 0.030 -0.245  0.16
C: 0.359 0.414 0.356  0.16
O: 1.474 -0.278 0.183  -1.02
Li: 1.118 -2.003 -0.444  0.94
Eu: 3.739 0.319 1.011  1.00
H: -0.793 -0.771 -1.017  0.09
H: 0.378 1.290 1.018  0.17

- highest occupied orbital energy (spin up / spin down) (eV) = -9.83 / -12.02
- net charge = +1
- multiplicity = 9

[6]
C10H5ClF2O in the gas phase, computed with wB97M-V/def2-TZVPD.

Each line ends with the natural charge from an NBO analysis.
Cartesian coordinates (Å):
C: -0.847 0.644 -2.287  -0.21
C: 0.570 0.345 -2.673  -0.23
C: -1.357 0.589 -1.041  -0.21
C: 1.409 0.141 -1.664  -0.17
C: -0.508 0.079 0.100  -0.11
C: 0.976 0.224 -0.254  -0.15
C: -1.045 -0.481 1.196  0.37
C: -0.561 -1.192 2.306  -0.38
C: -1.124 -1.510 3.441  0.75
C: 1.773 0.875 0.584  0.29
O: -1.528 -1.836 4.461  -0.38
F: -2.455 -0.418 1.279  -0.35
F: 3.021 1.188 0.216  -0.33
Cl: 1.115 -1.829 2.190  0.03
H: -1.476 1.195 -2.965  0.21
H: 0.609 0.068 -3.679  0.22
H: -2.483 0.802 -1.048  0.24
H: 2.449 -0.119 -1.742  0.22
H: 1.463 1.235 1.580  0.18

- highest occupied orbital energy (eV) = -7.91
- multiplicity = 1

| no. | DFT total energy (a.u.) | strongest force on any atom (eV/Å) |
| --- | --- | --- |
| 1 | -5433.4865 | 0.5 |
| 2 | -890.3770 | 4.5 |
| 3 | -2890.8710 | 0.6 |
| 4 | -1739.2370 | 4.2 |
| 5 | -945.8319 | 2.9 |
| 6 | -1119.0863 | 3.4 |